Version i
Below is an isolated ion of composition C4H7N4 and charge +1, with properties calculated with ωB97M-V with the def2-TZVPD basis set.

Geometry (Å):
1 C -0.58498 -0.60928 1.16853
2 C 0.25214 0.01125 -1.80707
3 C -1.10904 -0.37598 -1.32252
4 C 1.43629 0.89479 1.31866
5 N 1.26260 0.43287 -1.00066
6 N 1.62789 1.02148 0.04189
7 N 0.44383 -0.03418 1.76041
8 N -1.33023 -0.45818 0.02588
9 H -1.22821 -1.19051 1.79841
10 H 0.52450 -0.80736 -2.43945
11 H 0.13961 0.93577 -2.50934
12 H -1.95366 -0.19639 -1.93923
13 H 2.11872 1.36696 2.03140
14 H 0.73504 -0.15445 2.73234
15 H -2.33450 -0.83680 0.14075

Properties
gap between HOMO and LUMO (alpha / beta)	7.0567 / 7.7455	eV
charge	+1

---

Version ii
Below is an isolated ion of composition C4H7N4 and charge +1, with properties calculated with ωB97M-V with the def2-TZVPD basis set.

Geometry (Å):
1 C 2.25811 -1.20971 -0.34181
2 C 0.94849 -0.73843 -0.48536
3 C 0.00106 -1.39471 0.36429
4 C 0.07311 1.62959 -0.24572
5 N 3.36013 0.66818 0.36898
6 N 2.33781 1.13270 0.27347
7 N 3.37398 -1.00046 -0.09793
8 N 1.16083 0.76969 0.01683
9 H 0.46560 -0.80188 -1.45949
10 H 0.49009 -1.82101 1.34048
11 H -0.35239 -2.38366 -0.08845
12 H -0.93722 -0.91799 0.54411
13 H 0.41425 2.46307 -0.96568
14 H -0.61501 1.01594 -0.86778
15 H -0.53984 2.11025 0.55850

Properties
gap between HOMO and LUMO	9.6459	eV
SMILES	C[C@@H]1C#[N+]N=NN1C
charge	+1

---

Stability summary - winner: version i; margin: 4.1 kcal/mol.

---

Version i
Below is an isolated molecule of C4H6S2, with properties calculated with ωB97M-V with the def2-TZVPD basis set.

Geometry (Å):
1 C 0.57144 1.32913 -0.12613
2 C 0.62255 -1.30815 -0.12045
3 C -0.72240 -0.71943 0.20836
4 C -0.76208 0.75075 0.17404
5 H 0.50251 2.21244 -0.74896
6 H 0.95996 1.62511 0.82305
7 H 1.07880 -1.62370 0.83513
8 H 0.62573 -2.24015 -0.74878
9 H -1.24170 -1.25025 0.97900
10 H -1.46753 1.24270 0.83533
11 S 1.51375 0.01763 -0.99012
12 S -1.68103 -0.03608 -1.12047

Properties
gap between HOMO and LUMO	9.3789	eV
SMILES	C1SC[C@H]2S[C@@H]12

---

Version ii
Below is a 2-piece molecular cluster, C4H6S2 overall, with properties calculated with ωB97M-V with the def2-TZVPD basis set.

Geometry (Å):
1 C -2.26168 -0.96181 -0.39629
2 C -2.54786 -1.75519 -1.39464
3 C -1.74503 0.35141 -0.05635
4 C -0.96847 1.42806 -0.23747
5 S -2.96106 -0.25758 1.01301
6 S 2.32785 0.88743 1.18137
7 H -3.13678 -2.69415 -1.39982
8 H -2.00237 -1.58818 -2.31051
9 H -1.13926 2.36216 0.35362
10 H -0.15605 1.38917 -0.99742
11 H 2.69588 2.05664 0.39150
12 H 1.06268 1.17404 0.88118

Properties
gap between HOMO and LUMO	9.0259	eV
SMILES	C=C1SC1=C.S

---

Version iii
Below is C4H6S2 as an isolated structure, with properties calculated with ωB97M-V with the def2-TZVPD basis set.

Geometry (Å):
1 C -1.50235 -0.09112 -0.60243
2 C 0.01657 -0.01318 -0.75831
3 C 1.55229 -0.50453 0.88905
4 C 0.57937 0.54027 0.38408
5 H -2.16166 -0.18526 -1.73590
6 H -1.85990 -0.71082 0.19913
7 H -1.78246 0.93321 -0.00748
8 H 0.03239 0.89189 -1.60084
9 H 2.54546 0.00982 0.73820
10 H 1.26081 -1.07952 1.75387
11 S 1.03813 -1.55821 -0.58318
12 S 0.28135 1.76745 1.32383

Properties
gap between HOMO and LUMO	8.3242	eV

---

Stability summary - winner: version i; margin: 61.4 kcal/mol.

---

Version i
Below is an isolated molecule of C7H16O2Si, with properties calculated with ωB97M-V with the def2-TZVPD basis set.

Geometry (Å):
1 O 0.52041 -1.52743 -1.44399
2 O 1.62413 0.46795 -1.26794
3 C 1.52321 -0.90193 -1.17533
4 C 2.79840 -1.58806 -0.80126
5 C 0.36999 1.08690 -1.67842
6 C -2.01980 -0.85703 -0.19659
7 C 0.53097 -0.41087 1.51862
8 C -2.01231 1.12918 1.94760
9 C -0.31531 1.74441 -0.52037
10 Si -0.92299 0.42752 0.67075
11 H 2.66260 -2.32592 -0.00210
12 H 3.55569 -0.88362 -0.46623
13 H 3.22209 -2.06967 -1.66939
14 H -0.24066 0.34863 -2.19935
15 H 0.65824 1.85713 -2.40193
16 H -2.69159 -0.30217 -0.85277
17 H -2.60593 -1.43269 0.52583
18 H -1.48584 -1.51720 -0.81791
19 H 0.68878 -1.25871 0.89392
20 H 0.26645 -0.71877 2.51734
21 H 1.46134 0.18289 1.55535
22 H -1.44983 1.75102 2.64754
23 H -2.78457 1.71208 1.44817
24 H -2.53116 0.35157 2.51046
25 H -1.19699 2.34782 -0.76605
26 H 0.37467 2.38698 0.02407

Properties
gap between HOMO and LUMO	10.9174	eV
SMILES	CC(=O)OCC[Si](C)(C)C

---

Version ii
Below is an isolated molecule of C7H16O2Si, with properties calculated with ωB97M-V with the def2-TZVPD basis set.

Geometry (Å):
1 O -1.64285 1.08083 -2.06516
2 O 0.49792 1.13459 -2.76741
3 C -0.62475 0.49665 -2.33304
4 C -0.55164 -0.99080 -2.13640
5 C 0.67092 -1.46980 -1.29263
6 C 0.44940 -0.15133 3.00555
7 C 1.11947 1.66597 0.51971
8 C -1.75260 0.41582 0.95389
9 C 0.55381 -1.34376 0.26070
10 Si 0.10401 0.24891 1.17660
11 H 0.34273 2.09603 -2.81902
12 H -0.46399 -1.42760 -3.11243
13 H -1.49547 -1.34984 -1.71684
14 H 0.86931 -2.54392 -1.51642
15 H 1.56070 -0.89646 -1.60961
16 H 0.07139 -1.12750 3.32001
17 H 1.53424 -0.03197 3.18725
18 H -0.03064 0.60634 3.62672
19 H 0.45731 2.53201 0.46609
20 H 1.41906 1.38837 -0.49063
21 H 1.93899 1.89045 1.15606
22 H -2.10727 1.05834 1.74727
23 H -2.26290 -0.55191 1.02070
24 H -1.99187 0.96221 0.05718
25 H -0.17978 -2.02103 0.65318
26 H 1.51448 -1.67057 0.70868

Properties
gap between HOMO and LUMO	10.4738	eV
SMILES	C[Si](C)(C)CCCC(=O)O

---

Stability summary - winner: version ii; margin: 7.5 kcal/mol.

---

Version i
Below is a 8-piece molecular cluster, C32H40F24O16 overall, with properties calculated with ωB97M-V with the def2-TZVPD basis set.

Geometry (Å):
1 C 15.30129 -2.76112 -11.78179
2 C 14.26683 -3.02688 -12.86423
3 O 13.01166 -2.38342 -12.67816
4 C 12.99072 -1.07195 -12.69599
5 O 13.90910 -0.33116 -12.87549
6 C 11.59185 -0.50982 -12.37839
7 F 11.63454 0.07696 -11.17066
8 F 11.22606 0.39582 -13.27046
9 F 10.66274 -1.46978 -12.31995
10 H 14.92260 -2.88368 -10.76856
11 H 15.71963 -1.75999 -11.87796
12 H 16.14433 -3.43741 -11.93033
13 H 14.14845 -4.10663 -12.94876
14 H 14.68180 -2.77018 -13.84386
15 C 15.98298 2.27732 -12.09365
16 C 16.95708 3.22284 -12.76845
17 O 18.07566 3.47428 -11.92420
18 C 18.30869 4.66837 -11.40805
19 O 17.75336 5.69377 -11.65578
20 C 19.45021 4.62759 -10.36837
21 F 19.91540 3.41499 -10.10961
22 F 20.44964 5.42068 -10.73780
23 F 18.92189 5.12070 -9.22195
24 H 15.15275 2.04712 -12.75392
25 H 15.63782 2.69252 -11.14276
26 H 16.50242 1.36863 -11.78013
27 H 16.44094 4.10943 -13.14580
28 H 17.34196 2.78345 -13.69160
29 C 2.69166 3.35907 -9.22207
30 C 3.81635 2.58014 -9.86865
31 O 4.99085 3.38911 -10.03201
32 C 5.99637 3.20585 -9.19326
33 O 6.06204 2.36488 -8.35251
34 C 7.23420 4.04252 -9.59299
35 F 6.91791 5.24575 -10.08019
36 F 7.99287 4.22003 -8.51008
37 F 7.91503 3.38866 -10.52205
38 H 2.09195 3.94371 -9.91784
39 H 2.99394 3.94191 -8.35631
40 H 1.98384 2.60167 -8.86128
41 H 3.53019 2.21734 -10.85497
42 H 4.07429 1.70120 -9.27875
43 C 14.93702 7.41575 -11.30399
44 C 14.45230 6.09382 -10.80587
45 O 13.43170 5.55621 -11.66783
46 C 12.21374 5.40705 -11.19774
47 O 11.84733 5.59695 -10.07480
48 C 11.21911 4.99533 -12.28369
49 F 10.26402 4.21884 -11.78585
50 F 10.62937 6.09742 -12.78823
51 F 11.81038 4.35264 -13.29704
52 H 15.31707 7.40829 -12.32771
53 H 15.70311 7.75440 -10.60894
54 H 14.17612 8.19994 -11.37776
55 H 14.16240 6.08995 -9.75638
56 H 15.26053 5.35900 -10.83249
57 C 9.03671 7.66872 -9.11346
58 C 8.66655 7.67064 -10.57534
59 O 8.87848 8.98396 -11.11627
60 C 8.89220 9.05280 -12.42908
61 O 8.76236 8.11161 -13.16125
62 C 9.04476 10.47950 -12.98387
63 F 10.33953 10.81380 -13.12548
64 F 8.45873 10.57139 -14.16796
65 F 8.47858 11.37002 -12.14954
66 H 9.18624 6.66924 -8.71025
67 H 8.27440 8.15946 -8.50428
68 H 9.96056 8.21759 -8.92020
69 H 7.62071 7.40379 -10.69199
70 H 9.31635 6.99647 -11.13268
71 C 7.29541 3.25999 -14.57436
72 C 8.07037 4.50902 -14.19504
73 O 7.71225 5.68001 -14.95155
74 C 7.98464 5.73037 -16.23568
75 O 8.41707 4.83843 -16.90641
76 C 7.55090 7.06692 -16.87762
77 F 6.45261 6.81812 -17.60392
78 F 7.31887 8.02733 -15.99617
79 F 8.49610 7.50479 -17.71760
80 H 7.68362 2.81813 -15.49019
81 H 6.25154 3.51203 -14.78059
82 H 7.31267 2.53965 -13.75872
83 H 9.14265 4.36007 -14.32701
84 H 7.79910 4.79239 -13.18013
85 C 18.96355 13.17193 -11.62098
86 C 17.90423 12.34781 -10.93388
87 O 18.53650 11.17670 -10.38049
88 C 17.72671 10.36082 -9.73712
89 O 16.53867 10.44200 -9.67682
90 C 18.47760 9.16790 -9.10890
91 F 18.54755 9.35245 -7.77669
92 F 17.79970 8.04136 -9.31966
93 F 19.71852 9.01666 -9.55416
94 H 19.77017 13.35693 -10.91187
95 H 18.61620 14.08932 -12.09129
96 H 19.39684 12.63491 -12.47127
97 H 17.14923 11.98454 -11.63030
98 H 17.43082 12.93857 -10.15153
99 C 13.29311 8.82015 -14.88719
100 C 14.45705 9.80521 -14.81859
101 O 14.60844 10.75873 -15.86502
102 C 14.79028 10.31277 -17.09354
103 O 14.77410 9.16849 -17.43369
104 C 15.02741 11.46462 -18.09095
105 F 14.89696 11.00990 -19.32722
106 F 14.12723 12.44174 -17.91453
107 F 16.24453 11.98424 -17.92528
108 H 13.21471 8.37261 -13.89288
109 H 13.52761 7.97361 -15.53547
110 H 12.32026 9.20930 -15.17463
111 H 15.40452 9.33292 -14.57269
112 H 14.11787 10.38868 -13.96056

Properties
gap between HOMO and LUMO	11.1933	eV
SMILES	CCOC(=O)C(F)(F)F.CCOC(=O)C(F)(F)F.CCOC(=O)C(F)(F)F.CCOC(=O)C(F)(F)F.CCOC(=O)C(F)(F)F.CCOC(=O)C(F)(F)F.CCOC(=O)C(F)(F)F.CCOC(=O)C(F)(F)F

---

Version ii
Below is a 8-piece molecular cluster, C32H40F24O16 overall, with properties calculated with ωB97M-V with the def2-TZVPD basis set.

Geometry (Å):
1 C 1.18770 0.13289 0.99369
2 C 0.34670 0.61689 -0.17031
3 O 1.24570 0.88889 -1.24531
4 C 0.78570 0.94589 -2.53431
5 O -0.45730 0.73289 -2.87031
6 C 1.79670 1.10089 -3.53831
7 F 1.33370 1.89989 -4.61331
8 F 2.87770 1.70989 -2.97531
9 F 2.19770 -0.04811 -4.03831
10 H 0.75370 -0.08911 1.84669
11 H 1.81470 0.90089 1.24369
12 H 1.62070 -0.82911 0.57869
13 H -0.28830 1.41689 0.02169
14 H -0.24030 -0.26611 -0.49831
15 C 2.07070 -3.06911 -2.16431
16 C 2.87270 -3.49711 -0.97331
17 O 3.34670 -4.80711 -1.18931
18 C 3.80770 -5.51111 -0.13931
19 O 3.84370 -5.11111 1.01769
20 C 4.30170 -6.88711 -0.60331
21 F 3.42970 -7.37011 -1.50231
22 F 5.46170 -6.80511 -1.39831
23 F 4.44070 -7.85511 0.38369
24 H 1.68170 -1.92011 -2.20731
25 H 1.20470 -3.51511 -2.54731
26 H 2.81670 -2.94111 -3.15731
27 H 2.20270 -3.30211 -0.14131
28 H 3.53470 -2.72711 -0.67331
29 C 5.67570 2.75389 -0.42331
30 C 4.06570 2.92289 -0.15331
31 O 4.08070 3.54689 1.11669
32 C 2.91870 4.12289 1.57569
33 O 1.89670 4.25989 0.79569
34 C 2.88070 4.68589 2.97969
35 F 4.07870 4.72989 3.57969
36 F 2.55370 6.05489 2.91969
37 F 1.92670 4.12289 3.73169
38 H 6.05570 1.95789 0.06869
39 H 6.04270 3.77689 -0.21731
40 H 5.57370 2.18089 -1.50531
41 H 3.41770 2.14089 -0.48231
42 H 3.49870 3.68089 -0.79031
43 C -1.79230 -2.18911 3.27769
44 C -2.81230 -2.56711 2.16969
45 O -2.32930 -2.28711 0.80469
46 C -3.23630 -2.52811 -0.26331
47 O -4.36430 -2.94811 -0.14031
48 C -2.75530 -1.92211 -1.62031
49 F -3.55730 -2.37611 -2.51731
50 F -2.82930 -0.50011 -1.37531
51 F -1.53330 -2.36211 -1.74231
52 H -1.13730 -2.87511 3.24169
53 H -2.05530 -2.37711 4.20469
54 H -1.61630 -1.38411 2.99869
55 H -3.68830 -2.02611 2.12169
56 H -2.89530 -3.65611 2.30869
57 C -4.21730 2.55089 1.42669
58 C -3.16630 1.46589 1.67269
59 O -2.53630 1.47689 2.98769
60 C -1.57830 2.40489 3.24969
61 O -0.93430 3.00889 2.32269
62 C -1.17230 2.44189 4.63269
63 F -0.48330 3.58689 4.91269
64 F -2.32330 2.39189 5.38269
65 F -0.31630 1.44289 4.92469
66 H -5.06230 2.28289 1.96269
67 H -4.76630 2.54089 0.51469
68 H -3.92830 3.52589 1.60969
69 H -2.35030 1.35289 0.77469
70 H -3.75830 0.39589 1.74769
71 C 2.23070 -6.04111 6.58669
72 C 3.40570 -5.20411 6.02369
73 O 2.84770 -4.19211 5.16069
74 C 3.55370 -3.33811 4.37769
75 O 4.75470 -3.45311 4.07869
76 C 2.77070 -2.39311 3.54969
77 F 2.89370 -2.61311 2.26669
78 F 1.43370 -2.27911 3.81469
79 F 3.31370 -1.10011 3.87969
80 H 1.77270 -6.85311 5.86969
81 H 1.63670 -5.18911 6.89769
82 H 2.53570 -6.49611 7.43769
83 H 3.94870 -5.73111 5.31169
84 H 3.93670 -4.70111 6.93169
85 C -5.71930 5.46389 0.28869
86 C -4.84430 5.92789 -0.86231
87 O -3.89330 4.94389 -0.93831
88 C -2.84530 5.16689 -1.86731
89 O -2.93030 6.11889 -2.66231
90 C -1.84030 4.15489 -1.76331
91 F -0.89430 4.38389 -2.72331
92 F -1.27730 4.08789 -0.51031
93 F -2.38330 2.94289 -2.02331
94 H -5.11230 5.06489 1.16269
95 H -6.60530 4.77889 0.06069
96 H -6.11730 6.37989 0.57269
97 H -4.33630 6.99889 -0.74331
98 H -5.34030 5.92289 -1.81531
99 C 0.29770 -0.26711 -6.73731
100 C -1.11230 0.39989 -6.42631
101 O -2.05930 -0.63011 -6.34931
102 C -3.32830 -0.38111 -5.96131
103 O -3.79230 0.74589 -5.86231
104 C -4.27530 -1.49211 -6.25131
105 F -4.84330 -1.45111 -7.43631
106 F -3.46530 -2.69711 -6.12931
107 F -5.12630 -1.58611 -5.25931
108 H 0.68070 -0.81911 -5.91331
109 H 1.12870 0.46989 -6.93531
110 H 0.11270 -0.78811 -7.73531
111 H -1.34530 0.96989 -7.37231
112 H -1.22830 1.17089 -5.68431

Properties
gap between HOMO and LUMO	10.8033	eV
SMILES	CCOC(=O)C(F)(F)F.CCOC(=O)C(F)(F)F.CCOC(=O)C(F)(F)F.CCOC(=O)C(F)(F)F.CCOC(=O)C(F)(F)F.CCOC(=O)C(F)(F)F.CCOC(=O)C(F)(F)F.CCOC(=O)C(F)(F)F

---

Stability summary - winner: version i; margin: 306.2 kcal/mol.